(1)
A molecular structure, C21H21AuN5O3S2 at a distorted geometry, computed with ωB97M-V/def2-TZVPD.

HOMO energy: -4.00 eV
LUMO energy: 2.3 eV
2S+1: 1
Net charge: -1
Energy above the lowest of the compared OMol25 structures with the same formula, charge and spin: 1.535 eV
HOMO-LUMO gap: 6.27 eV

Last column: Löwdin charge in e.
CARTESIAN COORDINATES (ANGSTROEM)
Au1 1.428 -0.777 -0.008  0.80
C1 -2.031 5.611 1.255  -0.07
C2 -1.586 4.208 0.920  -0.30
C3 -2.385 3.331 0.196  -0.06
C4 -1.939 2.069 -0.140  -0.03
C5 -0.680 1.560 0.241  -0.22
N1 -0.337 0.286 -0.192  -0.08
C6 -1.355 -0.676 -0.321  -0.29
C7 -2.381 -0.789 0.620  -0.04
C8 -3.383 -1.731 0.519  -0.04
C9 -3.393 -2.647 -0.530  -0.28
C10 -4.430 -3.738 -0.616  -0.06
C11 -2.370 -2.567 -1.457  0.00
C12 -1.375 -1.596 -1.383  -0.10
N2 -0.363 -1.625 -2.411  -0.05
C13 -0.425 -2.265 -3.605  -0.07
C14 0.801 -2.156 -4.205  -0.06
C15 1.579 -1.420 -3.295  -0.12
N3 0.863 -1.086 -2.237  0.00
C16 0.126 2.465 0.966  -0.12
C17 -0.330 3.745 1.270  0.00
N4 1.435 2.155 1.442  -0.13
C18 1.949 2.481 2.649  -0.11
C19 3.271 2.116 2.637  -0.08
C20 3.470 1.559 1.360  -0.18
N5 2.358 1.590 0.641  0.03
H1 -3.119 5.695 1.216  0.07
H2 -1.620 6.344 0.554  0.07
H3 -1.708 5.902 2.257  0.07
H4 -3.373 3.645 -0.131  0.11
H5 -2.583 1.420 -0.720  0.11
H6 -2.351 -0.115 1.466  0.12
H7 -4.148 -1.782 1.286  0.11
H8 -5.348 -3.447 -0.103  0.07
H9 -4.071 -4.661 -0.151  0.08
H10 -4.682 -3.970 -1.653  0.07
H11 -2.334 -3.305 -2.251  0.10
H12 -1.330 -2.730 -3.953  0.11
H13 1.093 -2.553 -5.164  0.09
H14 2.616 -1.119 -3.343  0.12
H15 0.350 4.406 1.800  0.12
H16 1.330 2.893 3.428  0.12
H17 3.976 2.192 3.449  0.08
H18 4.345 1.091 0.933  0.09
C21 4.456 -2.410 1.427  -0.18
S1 3.949 -2.332 -0.254  0.35
O1 4.836 -3.186 -1.014  -0.35
O2 2.524 -2.786 -0.250  -0.46
O3 3.988 -0.913 -0.632  -0.43
H19 4.530 -3.465 1.695  0.06
H20 3.696 -1.909 2.034  -0.01
H21 5.428 -1.920 1.501  0.06
S2 1.034 -1.089 2.258  -0.09

=====

(2)
A molecular structure, C4H17MnNP at a distorted geometry, computed with ωB97M-V/def2-TZVPD.

HOMO energy (alpha / beta): 0.27 / -1.01 eV
⟨S²⟩: 9.0473
LUMO energy (alpha / beta): 3.3 / 3.2 eV
2S+1: 6
Net charge: -1
Energy above the lowest of the compared OMol25 structures with the same formula, charge and spin: 2.312 eV
HOMO-LUMO gap (alpha / beta): 3.06 / 4.25 eV

Last column: Löwdin charge in e.
CARTESIAN COORDINATES (ANGSTROEM)
C1 0.024 1.137 -2.368  -0.20
Mn1 0.272 0.208 -0.335  -0.22
N1 -0.685 -1.428 0.811  -0.08
H1 1.750 0.683 0.518  -0.17
H2 -0.095 -1.913 1.493  -0.03
H3 -0.619 0.337 -1.901  -0.05
H4 0.326 0.756 -3.342  0.03
H5 0.947 1.401 -1.804  -0.02
H6 -0.568 2.048 -2.512  0.02
H7 -1.405 -0.955 1.356  -0.04
H8 -1.165 -2.160 0.285  -0.03
C2 2.155 0.516 3.025  -0.30
P1 1.272 1.451 1.765  0.61
C3 -0.408 1.755 2.397  -0.39
C4 2.049 3.059 1.516  -0.30
H9 1.917 -0.550 2.939  0.01
H10 1.860 0.870 4.021  0.04
H11 3.230 0.636 2.884  0.03
H12 -0.553 1.265 3.380  0.00
H13 -0.568 2.843 2.534  0.01
H14 -1.196 1.380 1.714  -0.02
H15 2.128 3.604 2.465  0.03
H16 3.057 2.905 1.104  0.03
H17 1.452 3.664 0.816  0.03

=====

Which value of 2S+1 does entry 1 give? 1